{
  "formula": "C35H29BrClN5O4STi",
  "method": "the ωB97M-V functional and the def2-TZVPD basis",
  "species": ["Ti", "Cl", "C", "C", "C", "C", "O", "C", "C", "N", "C", "C", "C", "C", "C", "C", "C", "C", "N", "C", "C", "H", "H", "H", "H", "H", "H", "H", "H", "H", "H", "O", "C", "N", "N", "C", "N", "C", "C", "C", "C", "C", "C", "S", "H", "H", "H", "H", "H", "H", "Br", "C", "C", "C", "C", "C", "C", "C", "O", "O", "H", "H", "H", "H", "C", "C", "C", "C", "H", "H", "H", "H", "H", "H", "H", "H", "H"],
  "positions_angstrom": [[4.07, 6.54, 20.44], [6.93, 13.36, 21.27], [5.89, 11.82, 21.14], [4.57, 11.99, 20.89], [3.81, 10.80, 20.62], [4.42, 9.58, 20.41], [3.78, 8.55, 20.09], [5.88, 9.51, 20.50], [6.58, 8.24, 20.59], [6.16, 6.97, 20.60], [7.11, 5.94, 20.37], [8.01, 6.02, 19.31], [8.79, 5.02, 18.85], [8.85, 3.81, 19.54], [7.98, 3.64, 20.68], [7.84, 2.40, 21.28], [6.93, 2.32, 22.27], [6.11, 3.38, 22.60], [6.18, 4.55, 22.03], [7.11, 4.75, 21.09], [6.58, 10.64, 20.93], [4.01, 12.93, 21.03], [2.71, 10.99, 20.52], [7.66, 8.36, 20.74], [8.03, 7.00, 18.86], [9.50, 5.32, 18.15], [9.57, 3.07, 19.19], [8.45, 1.53, 21.06], [6.81, 1.37, 22.74], [5.36, 3.15, 23.35], [7.63, 10.62, 21.09], [3.98, 7.66, 16.39], [4.18, 6.90, 17.33], [4.26, 6.14, 18.24], [1.78, 8.40, 18.31], [1.28, 7.18, 18.56], [1.54, 6.44, 19.59], [0.81, 5.22, 19.47], [0.71, 4.23, 20.49], [-0.09, 3.16, 20.19], [-0.75, 2.99, 18.96], [-0.67, 3.95, 17.99], [0.07, 5.12, 18.28], [0.11, 6.59, 17.32], [2.64, 8.69, 18.92], [1.60, 8.87, 17.43], [1.32, 4.32, 21.38], [-0.17, 2.38, 20.88], [-1.42, 2.12, 18.91], [-1.21, 3.84, 17.05], [4.02, -0.58, 16.02], [3.95, 0.56, 17.57], [3.53, 0.02, 18.80], [3.46, 0.90, 19.84], [3.63, 2.27, 19.63], [3.97, 2.80, 18.42], [4.24, 1.87, 17.42], [3.51, 3.22, 20.85], [3.27, 2.71, 21.96], [3.67, 4.47, 20.68], [3.32, -1.04, 18.95], [3.24, 0.67, 20.89], [4.06, 3.89, 18.35], [4.68, 2.25, 16.48], [2.31, 7.95, 24.63], [2.11, 7.24, 23.20], [1.26, 8.23, 22.36], [3.40, 6.79, 22.52], [1.34, 8.30, 24.92], [2.98, 8.80, 24.51], [2.73, 7.36, 25.44], [1.57, 6.32, 23.39], [1.85, 9.00, 21.83], [0.66, 8.80, 23.03], [0.78, 7.68, 21.52], [3.81, 5.93, 23.00], [4.12, 7.63, 22.62]],
  "mulliken_spin": [1.042, 0.002, -0.132, 0.227, -0.085, 0.078, 0.006, -0.096, 0.461, 0.226, -0.157, 0.095, -0.033, 0.087, -0.029, 0.014, -0.013, 0.030, 0.002, 0.037, 0.220, 0.018, -0.009, 0.026, 0.000, -0.003, 0.008, 0.001, -0.001, 0.000, 0.017, 0.000, 0.008, 0.001, 0.002, -0.006, 0.010, 0.011, 0.002, 0.001, -0.001, 0.001, -0.005, 0.000, 0.001, 0.000, 0.000, 0.000, 0.000, 0.000, 0.000, 0.001, -0.001, 0.001, -0.003, 0.007, 0.000, 0.027, 0.010, -0.093, 0.000, 0.000, 0.000, 0.000, -0.005, 0.000, 0.008, -0.004, 0.000, 0.000, 0.001, -0.002, -0.002, -0.001, 0.002, 0.000, -0.010],
  "multiplicity": 3,
  "total_charge": -2,
  "relative_energy_kcal_mol": 0.0,
  "max_force_ev_per_a": 3.714
}

{
  "formula": "C35H29Cl5N9O3STi",
  "method": "the ωB97M-V functional and the def2-TZVPD basis",
  "species": ["Ti", "C", "C", "N", "C", "C", "N", "C", "C", "C", "C", "C", "N", "C", "C", "N", "C", "C", "N", "C", "C", "C", "N", "C", "C", "H", "H", "H", "H", "H", "H", "H", "H", "H", "H", "H", "H", "Cl", "C", "C", "C", "Cl", "C", "Cl", "C", "Cl", "C", "Cl", "C", "C", "C", "C", "H", "H", "H", "H", "H", "H", "H", "H", "H", "N", "C", "S", "N", "C", "C", "C", "C", "C", "C", "H", "H", "H", "H", "H", "H", "H", "H", "O", "N", "O", "O"],
  "positions_angstrom": [[0.24, -0.33, 0.07], [-0.17, -1.58, 4.31], [0.40, -1.35, 3.07], [-0.36, -1.17, 1.98], [-1.69, -1.24, 2.15], [-2.24, -1.46, 3.41], [-1.48, -1.63, 4.48], [-2.49, -1.12, 0.92], [-3.86, -0.94, 0.91], [-4.52, -0.79, -0.31], [-3.76, -0.95, -1.47], [-2.39, -1.15, -1.38], [-1.75, -1.17, -0.20], [-1.54, -1.34, -2.58], [-1.98, -1.17, -3.88], [-1.20, -1.42, -4.92], [0.03, -1.84, -4.67], [0.51, -1.95, -3.36], [-0.28, -1.70, -2.32], [-5.94, -0.44, -0.37], [-6.85, -0.88, 0.59], [-8.18, -0.48, 0.49], [-8.63, 0.32, -0.47], [-7.76, 0.76, -1.37], [-6.42, 0.41, -1.37], [0.44, -1.74, 5.19], [1.47, -1.31, 2.93], [-3.31, -1.53, 3.56], [-4.40, -0.84, 1.84], [-4.24, -0.94, -2.43], [-2.97, -0.80, -4.12], [0.66, -2.09, -5.52], [1.53, -2.25, -3.16], [-6.55, -1.54, 1.39], [-8.91, -0.81, 1.22], [-8.16, 1.42, -2.13], [-5.75, 0.83, -2.11], [3.03, 0.62, 2.10], [1.56, 1.49, 2.36], [0.47, 1.20, 1.54], [-0.63, 2.04, 1.71], [-1.96, 1.84, 0.61], [-0.72, 3.02, 2.69], [-2.13, 3.98, 2.86], [0.37, 3.20, 3.55], [0.27, 4.34, 4.83], [1.53, 2.45, 3.36], [2.89, 2.72, 4.36], [0.37, -3.87, 0.35], [1.76, -3.25, 0.14], [2.68, -3.60, 1.32], [1.76, -1.73, -0.10], [0.44, -4.96, 0.31], [-0.32, -3.54, -0.42], [-0.03, -3.61, 1.33], [2.18, -3.73, -0.75], [2.32, -3.13, 2.24], [3.69, -3.26, 1.13], [2.71, -4.68, 1.49], [1.98, -1.54, -1.16], [2.59, -1.28, 0.45], [5.09, -0.97, -1.15], [4.53, 0.18, -1.60], [3.41, 0.08, -2.84], [4.93, 1.29, -0.94], [4.63, 2.67, -1.08], [5.09, 3.48, -0.04], [4.88, 4.85, -0.08], [4.22, 5.43, -1.15], [3.78, 4.62, -2.19], [3.98, 3.24, -2.16], [4.94, -1.80, -1.68], [5.85, -0.96, -0.48], [5.55, 1.11, -0.16], [5.61, 3.05, 0.80], [5.25, 5.46, 0.73], [4.06, 6.50, -1.18], [3.27, 5.05, -3.04], [3.65, 2.65, -2.99], [1.62, 0.89, -0.66], [0.75, 1.44, -1.39], [0.90, 2.50, -1.91], [-0.32, 0.76, -1.50]],
  "lowdin_charge": [1.039, -0.049, -0.078, 0.036, -0.170, -0.025, 0.129, -0.234, 0.052, -0.111, 0.081, -0.168, 0.055, -0.203, -0.043, 0.113, -0.068, -0.088, 0.107, -0.170, -0.004, -0.119, 0.080, -0.116, -0.002, 0.128, 0.080, 0.126, 0.123, 0.123, 0.120, 0.122, 0.090, 0.114, 0.115, 0.115, 0.116, 0.768, -0.661, -0.253, -0.636, 0.833, -0.698, 0.723, -0.699, 0.727, -0.697, 0.717, -0.076, -0.443, -0.069, -0.208, 0.085, 0.055, 0.063, 0.130, 0.059, 0.078, 0.086, 0.000, 0.013, 0.087, -0.845, 0.699, 0.070, -0.235, -0.038, -0.081, -0.085, -0.071, -0.054, 0.090, 0.107, 0.131, 0.110, 0.107, 0.105, 0.111, 0.048, -0.163, -0.485, 0.195, -0.122],
  "multiplicity": 1,
  "total_charge": 1,
  "relative_energy_kcal_mol": 27.7,
  "max_force_ev_per_a": 3.029
}

{
  "formula": "C35H29CsN6O4S4",
  "method": "the ωB97M-V functional and the def2-TZVPD basis",
  "species": ["Cs", "S", "C", "C", "C", "C", "C", "C", "S", "C", "C", "C", "C", "C", "C", "C", "S", "C", "C", "C", "C", "C", "C", "S", "N", "H", "H", "H", "H", "H", "H", "H", "H", "H", "H", "H", "H", "H", "H", "H", "O", "C", "N", "C", "O", "C", "C", "C", "C", "C", "N", "C", "C", "C", "C", "C", "N", "H", "H", "H", "H", "H", "H", "H", "H", "C", "C", "N", "C", "C", "N", "H", "H", "H", "H", "H", "H", "O", "O"],
  "positions_angstrom": [[-0.62, -0.92, 1.26], [-1.41, 1.88, 3.41], [-0.38, 2.14, 4.78], [-0.80, 3.02, 5.81], [-0.03, 3.31, 6.92], [1.23, 2.73, 7.08], [1.67, 1.85, 6.10], [0.90, 1.56, 4.97], [1.60, 0.41, 3.81], [2.61, 1.51, 2.77], [1.80, 2.43, 1.89], [1.37, 3.67, 2.34], [0.59, 4.44, 1.50], [0.31, 3.98, 0.22], [0.82, 2.74, -0.16], [0.60, 2.20, -1.55], [-1.14, 1.67, -1.73], [-1.13, 0.75, -3.26], [-1.89, 1.25, -4.31], [-2.06, 0.51, -5.47], [-1.45, -0.74, -5.58], [-0.67, -1.23, -4.55], [-0.51, -0.50, -3.38], [0.41, -1.05, -1.98], [1.53, 1.98, 0.66], [-1.77, 3.48, 5.69], [-0.41, 4.00, 7.67], [1.84, 2.94, 7.95], [2.63, 1.37, 6.19], [3.19, 0.84, 2.14], [3.27, 2.09, 3.42], [1.59, 3.98, 3.35], [0.20, 5.39, 1.83], [-0.29, 4.55, -0.47], [1.27, 1.36, -1.70], [0.81, 2.97, -2.30], [-2.37, 2.21, -4.19], [-2.68, 0.89, -6.28], [-1.59, -1.34, -6.47], [-0.22, -2.21, -4.63], [-2.64, -4.45, -2.08], [-1.92, -3.46, -2.01], [-2.28, -2.21, -1.67], [-3.44, -1.70, -2.10], [-4.13, -2.01, -3.08], [-3.90, -0.46, -1.33], [-4.69, 0.47, -1.99], [-5.08, 1.62, -1.33], [-4.67, 1.80, -0.01], [-3.89, 0.81, 0.57], [-3.51, -0.30, -0.07], [-0.41, -3.70, -2.23], [-0.04, -4.97, -2.49], [1.33, -5.30, -2.79], [2.30, -4.42, -2.55], [1.95, -3.14, -1.85], [0.59, -2.71, -2.26], [-4.98, 0.27, -3.02], [-5.68, 2.37, -1.83], [-4.92, 2.69, 0.55], [-3.53, 0.92, 1.59], [-0.82, -5.71, -2.51], [1.56, -6.27, -3.23], [3.34, -4.61, -2.77], [2.61, -2.31, -2.13], [-1.93, -4.26, 1.45], [-1.57, -3.51, 2.69], [-2.37, -2.71, 3.37], [-1.59, -2.17, 4.37], [-0.30, -2.62, 4.27], [-0.31, -3.49, 3.19], [-2.78, -3.79, 0.96], [-2.20, -5.30, 1.67], [-1.10, -4.28, 0.74], [-1.98, -1.44, 5.06], [0.59, -2.38, 4.81], [0.50, -3.87, 2.73], [1.66, -2.08, 0.13], [2.02, -3.35, -0.48]],
  "lowdin_charge": [0.955, 0.432, -0.771, -0.157, -0.132, -0.140, -0.153, -0.566, 0.846, -0.391, -0.352, -0.054, -0.071, -0.039, -0.356, -0.398, 0.922, -0.541, -0.126, -0.107, -0.089, -0.076, -0.475, 0.971, 0.167, 0.078, 0.086, 0.078, 0.087, 0.079, 0.076, 0.115, 0.104, 0.108, 0.045, 0.081, 0.093, 0.088, 0.096, 0.107, 0.018, -0.476, 0.120, -0.477, 0.009, -0.212, -0.030, -0.087, -0.079, -0.167, 0.071, -0.168, -0.050, -0.104, -0.035, -0.465, -0.267, 0.109, 0.094, 0.096, 0.065, 0.098, 0.087, 0.089, 0.122, -0.017, -0.531, 0.066, -0.193, -0.159, 0.057, 0.084, 0.078, 0.078, 0.096, 0.092, 0.157, -0.565, -0.221],
  "multiplicity": 1,
  "total_charge": -2,
  "relative_energy_kcal_mol": 16.9,
  "max_force_ev_per_a": 0.605
}